Entry 1:
ORCA calculation (ωB97M-V/def2-TZVPD) on an isolated molecule of C23H31N3S.

Last column: Löwdin charge in e.
Geometry (Å):
C -1.08 4.50 0.26  -0.3952
S -0.33 4.52 -1.39  0.8813
C -0.66 2.89 -1.99  -0.5498
C -1.70 2.10 -1.52  -0.0969
C -1.86 0.81 -2.00  -0.0514
C -0.99 0.29 -2.94  -0.2358
C -1.05 -1.16 -3.34  -0.1521
N 0.13 -1.86 -2.85  -0.1531
C 0.12 -3.29 -3.10  -0.1909
C -0.75 -4.10 -2.12  -0.1722
C -0.38 -3.78 -0.67  -0.1459
C -0.49 -2.27 -0.48  -0.3047
N -0.35 -1.86 0.91  -0.1176
C 1.02 -1.81 1.40  -0.1592
C 1.02 -1.51 2.90  -0.1478
N 0.35 -0.25 3.19  -0.0960
C 1.02 0.96 3.04  -0.2286
C 0.37 2.16 3.32  -0.0379
C 1.02 3.37 3.23  -0.1068
C 2.35 3.43 2.85  -0.1068
C 3.02 2.25 2.59  -0.0896
C 2.38 1.03 2.68  -0.0331
C -1.01 -0.35 2.71  -0.1430
C -1.03 -0.61 1.20  -0.1610
C 0.48 -1.60 -1.47  -0.1374
C 0.02 1.10 -3.45  -0.0320
C 0.18 2.39 -2.98  -0.1045
H -2.16 4.55 0.20  0.0309
H -0.70 5.39 0.76  0.0289
H -0.75 3.61 0.80  0.0222
H -2.39 2.48 -0.78  0.0975
H -2.67 0.21 -1.62  0.1111
H -1.05 -1.26 -4.43  0.1278
H -1.99 -1.60 -2.96  0.1148
H -0.20 -3.47 -4.12  0.1176
H 1.16 -3.64 -3.01  0.1207
H -0.61 -5.17 -2.32  0.1085
H -1.80 -3.87 -2.29  0.1052
H -1.05 -4.30 0.02  0.1158
H 0.64 -4.11 -0.47  0.1099
H -1.51 -1.98 -0.76  0.1341
H 1.49 -2.78 1.23  0.1237
H 1.61 -1.03 0.89  0.1174
H 2.03 -1.49 3.30  0.1153
H 0.46 -2.29 3.42  0.1258
H -0.66 2.16 3.65  0.1015
H 0.49 4.28 3.46  0.1022
H 2.86 4.38 2.77  0.0967
H 4.06 2.27 2.30  0.1026
H 2.94 0.14 2.46  0.0950
H -1.58 0.56 2.93  0.1039
H -1.49 -1.19 3.23  0.1265
H -2.06 -0.69 0.86  0.1216
H -0.56 0.25 0.69  0.1246
H 0.51 -0.52 -1.31  0.1173
H 1.49 -1.99 -1.32  0.1284
H 0.69 0.71 -4.19  0.1198
H 0.97 3.02 -3.36  0.1007

Total energy ... -39659.6320 eV
HOMO energy ... -7.5 eV
Gap between HOMO and LUMO ... 8.28 eV
Relative energy (zero: lowest compared OMol25 entry of this formula, charge and spin) ... 1.194 eV

Entry 2:
ORCA calculation (ωB97M-V/def2-TZVPD) on a 2-piece molecular cluster, C25H27N4O overall in a non-equilibrium geometry.

Last column: Löwdin charge in e.
Geometry (Å):
C 1.77 4.84 -4.26  -0.0648
N 1.06 5.04 -3.01  -0.2489
C 1.17 6.39 -2.50  -0.0720
C 0.56 3.99 -2.24  -0.2300
C 1.27 3.51 -1.12  0.0144
C 0.81 2.42 -0.42  -0.0355
C -0.42 1.80 -0.76  -0.2022
C -0.97 0.73 0.03  0.0734
C -1.00 0.78 1.41  -0.1229
C -1.64 -0.17 2.32  -0.1154
C -2.45 -1.28 2.11  -0.0027
C -2.95 -1.96 3.23  -0.0519
C -2.67 -1.52 4.54  -0.0532
C -1.90 -0.37 4.76  0.0065
C -1.40 0.27 3.64  -0.1570
N -0.69 1.48 3.56  -0.0544
C -0.27 2.30 4.68  0.0138
C -0.48 1.81 2.26  0.0775
C -1.13 2.28 -1.89  -0.0032
C -0.66 3.36 -2.61  0.0164
H 1.74 3.78 -4.55  0.0928
H 1.31 5.45 -5.05  0.0871
H 2.82 5.16 -4.16  0.0871
H 0.64 6.48 -1.54  0.0920
H 2.23 6.67 -2.36  0.0839
H 0.72 7.08 -3.23  0.0897
H 2.22 3.99 -0.86  0.1281
H 1.39 2.02 0.41  0.1149
H -1.53 -0.06 -0.47  0.1057
H -2.65 -1.60 1.09  0.1105
H -3.58 -2.84 3.09  0.1115
H -3.08 -2.06 5.40  0.1129
H -1.70 0.04 5.75  0.1082
H -0.57 1.81 5.61  0.0876
H 0.82 2.43 4.68  0.1082
H -0.72 3.29 4.62  0.1099
H 0.05 2.72 1.99  0.1449
H -2.08 1.81 -2.15  0.1255
H -1.21 3.76 -3.47  0.1284
C 1.74 -7.75 -1.82  0.0029
C 0.92 -6.49 -1.82  -0.4725
O -0.09 -6.36 -2.52  0.0551
N 1.42 -5.50 -0.99  0.1227
C 0.87 -4.24 -0.78  -0.2020
C 1.51 -3.33 0.09  0.0079
C 0.91 -2.09 0.30  -0.1195
N -0.23 -1.73 -0.30  0.0155
C -0.84 -2.58 -1.13  -0.1111
C -0.32 -3.85 -1.41  0.0224
H 2.15 -7.98 -0.83  0.0845
H 1.09 -8.58 -2.14  0.0931
H 2.56 -7.67 -2.54  0.0984
H 2.27 -5.75 -0.50  0.1459
H 2.44 -3.60 0.58  0.1128
H 1.38 -1.37 0.97  0.1102
H -1.77 -2.28 -1.60  0.1167
H -0.83 -4.51 -2.09  0.1002

Total energy ... -34364.7271 eV
HOMO energy ... -10.5 eV
Gap between HOMO and LUMO ... 6.17 eV
Relative energy (zero: lowest compared OMol25 entry of this formula, charge and spin) ... 0.945 eV
Charge ... +1

Entry 3:
ORCA calculation (ωB97M-V/def2-TZVPD) on an isolated ion of composition C6H10N and charge +1 in a non-equilibrium geometry.

Last column: Löwdin charge in e.
Geometry (Å):
C -1.26 -0.17 -0.61  -0.1047
C -1.29 1.31 -0.50  -0.0271
C 0.76 -1.24 0.31  -0.1187
C 0.09 -0.09 0.10  -0.1272
C -0.06 1.50 -0.02  -0.0934
C 0.90 2.50 0.46  0.0042
N 0.20 -2.62 0.11  0.1342
H -1.87 -0.87 -0.15  0.0948
H -1.13 -0.28 -1.65  0.1281
H -1.98 1.97 -0.95  0.1140
H 1.79 -1.20 0.74  0.1249
H 0.80 3.47 0.08  0.0765
H 1.90 2.06 0.35  0.1115
H 0.85 2.60 1.49  0.0833
H 0.13 -2.76 -0.95  0.1897
H -0.73 -2.89 0.63  0.2111
H 0.91 -3.29 0.56  0.1987

Total energy ... -7860.0844 eV
2S+1 ... 3
HOMO energy (alpha / beta) ... -9.2 / -13.9 eV
Gap between HOMO and LUMO (alpha / beta) ... 5.55 / 7.35 eV
Expectation value of S² ... 2.02
Relative energy (zero: lowest compared OMol25 entry of this formula, charge and spin) ... 4.248 eV
Charge ... +1

Entry 4:
ORCA calculation (ωB97M-V/def2-TZVPD) on an isolated molecule of C8H12 in a non-equilibrium geometry.

Last column: Löwdin charge in e.
Geometry (Å):
C 0.27 1.98 0.06  -0.1002
C -0.61 0.77 0.05  -0.3280
C -0.83 0.09 1.43  -0.0742
C -0.09 -1.18 0.95  -0.2433
C -1.08 -2.14 0.39  -0.1342
C -1.14 -1.78 -0.89  0.0523
C 0.09 -0.49 -0.43  -0.2897
C 1.33 -0.63 -1.28  -0.0353
H 0.40 2.51 -0.85  0.0656
H 1.26 1.95 0.56  0.0919
H -0.31 2.54 0.87  0.1010
H -1.52 1.04 -0.67  0.1817
H -1.83 -0.06 1.69  0.0922
H -0.18 0.56 2.15  0.1059
H 0.66 -1.62 1.46  0.1028
H -1.57 -2.89 1.07  0.1156
H -1.79 -2.31 -1.59  0.0716
H 1.82 0.34 -1.23  0.0557
H 1.13 -0.83 -2.42  0.1210
H 2.01 -1.30 -0.89  0.0479

Total energy ... -8486.2150 eV
HOMO energy ... -9.0 eV
Gap between HOMO and LUMO ... 10.04 eV
Relative energy (zero: lowest compared OMol25 entry of this formula, charge and spin) ... 3.367 eV